{"formula": "C3H2LiO3Pr", "method": "ωB97M-V/def2-TZVPD", "e_homo_ha": [-0.35931, -0.35950], "lumo_energy_ha": [-0.2075, -0.2060], "orbital_gap_ev": [4.1, 4.2], "energy_ev": -23546.792, "s_squared": 3.753, "spin_multiplicity": 4, "charge": 1, "species": ["O", "O", "C", "C", "O", "C", "Pr", "H", "H", "Li"], "xyz": [[1.77, 0.29, -1.54], [-0.23, -0.60, -0.03], [-1.23, -1.16, 0.66], [-0.03, 0.84, 0.04], [-2.00, -0.44, 1.32], [1.13, 1.15, -0.68], [-1.53, -3.94, 0.48], [2.36, 0.24, -0.55], [1.31, 2.21, -0.94], [-1.56, 1.42, 1.23]]}

---

{"formula": "C22H38CdN3O4PS2", "method": "ωB97M-V/def2-TZVPD", "e_homo_ha": [0.01804, 0.00867], "lumo_energy_ha": [0.1583, 0.1582], "orbital_gap_ev": [3.8, 4.1], "energy_ev": -71613.317, "relative_energy_kcal_mol": 39.2, "charge": -2, "species": ["Cd", "C", "C", "C", "C", "C", "C", "C", "H", "H", "H", "H", "H", "C", "C", "O", "P", "O", "C", "C", "O", "C", "C", "H", "H", "H", "H", "H", "H", "H", "H", "H", "H", "H", "H", "H", "H", "H", "N", "H", "H", "H", "S", "C", "N", "C", "C", "S", "H", "H", "H", "H", "H", "O", "H", "H", "C", "C", "C", "C", "C", "C", "N", "H", "H", "H", "H", "H", "H", "H", "H"], "xyz": [[1.10, -1.27, -0.47], [2.93, -0.28, -0.97], [3.05, 0.64, -1.99], [3.98, 1.76, -1.83], [4.05, 2.79, -2.74], [3.27, 2.82, -3.91], [2.43, 1.72, -4.13], [2.31, 0.68, -3.23], [4.60, 1.77, -0.95], [4.74, 3.60, -2.54], [3.34, 3.63, -4.61], [1.82, 1.69, -5.03], [1.63, -0.14, -3.44], [-2.31, 4.35, -1.13], [-2.44, 3.06, -1.92], [-2.89, 2.01, -1.07], [-1.89, 0.69, -0.91], [-2.56, 0.10, 0.45], [-2.10, 0.67, 1.69], [-3.17, 1.56, 2.29], [-2.57, -0.35, -1.95], [-3.97, -0.61, -1.99], [-4.56, -0.02, -3.26], [-2.06, 5.17, -1.80], [-1.50, 4.24, -0.41], [-3.25, 4.57, -0.62], [-1.48, 2.81, -2.38], [-3.18, 3.17, -2.73], [-1.17, 1.23, 1.52], [-1.85, -0.16, 2.35], [-3.40, 2.38, 1.61], [-2.82, 1.96, 3.24], [-4.08, 0.99, 2.46], [-4.46, -0.19, -1.11], [-4.09, -1.69, -1.97], [-4.45, 1.06, -3.26], [-5.62, -0.27, -3.34], [-4.04, -0.42, -4.13], [0.92, 3.04, -0.89], [0.79, 2.30, -0.20], [1.92, 3.23, -0.87], [0.82, 2.54, -1.78], [1.83, -6.56, 1.81], [2.44, -5.06, 2.15], [2.60, -4.05, 1.30], [3.37, -2.90, 1.76], [3.10, -2.82, 3.25], [2.97, -4.57, 3.75], [2.30, -4.15, 0.34], [3.06, -1.99, 1.24], [4.43, -3.06, 1.55], [2.15, -2.32, 3.46], [3.91, -2.34, 3.79], [-1.68, -3.31, -2.24], [-1.78, -2.55, -1.64], [-0.72, -3.31, -2.35], [-0.92, -3.28, 1.77], [-0.27, -2.13, 2.48], [-0.38, -1.77, 3.81], [0.37, -0.58, 3.97], [0.89, -0.28, 2.72], [1.74, 0.89, 2.33], [0.50, -1.22, 1.81], [-1.36, -3.97, 2.49], [-0.20, -3.84, 1.17], [-1.70, -2.94, 1.09], [-0.92, -2.32, 4.57], [0.52, -0.01, 4.88], [2.56, 1.05, 3.04], [1.16, 1.82, 2.29], [2.19, 0.72, 1.34]]}

---

| no. | molar mass (g mol⁻¹) |
| --- | --- |
| 1 | 233.89 |
| 2 | 616.08 |